# 1
This record from the OMol25 dataset describes C23H41FGaN8O3 as an isolated structure. The level of theory is ωB97M-V with the def2-TZVPD basis set.

The lowest unoccupied orbital energy comes out at 1.41 eV. The calculation puts the strongest force on any atom at 0.31 eV/Å. Its spin multiplicity is 1. The total energy comes out at -3589.32739 Ha. The calculation puts the HOMO-LUMO gap at 5.75 eV. As for the net charge: -1.

Each line ends with the Mulliken charge.
Positions of all 77 atoms, in Å:
1 C 2.641 2.341 -2.366  -1.3435
2 C 1.589 3.219 -3.009  0.1967
3 O 0.534 2.397 -3.457  -0.3810
4 C -0.407 3.057 -4.272  -0.7606
5 C -1.043 4.287 -3.654  -0.5132
6 O -1.527 3.973 -2.379  -0.2071
7 C -2.107 5.057 -1.684  -0.4765
8 C -3.542 4.730 -1.202  -0.6443
9 O -3.801 3.379 -1.019  -0.4172
10 C -4.220 2.686 -2.230  -0.2069
11 Ga -6.223 2.359 -2.254  0.4277
12 F -6.455 1.190 -3.674  -0.5701
13 H 2.800 1.440 -2.960  0.2980
14 H 3.583 2.888 -2.277  0.3552
15 H 2.341 2.041 -1.362  0.3541
16 H 1.215 3.940 -2.272  0.0978
17 H 2.017 3.797 -3.837  0.2481
18 H 0.067 3.366 -5.218  0.3507
19 H -1.177 2.319 -4.499  0.4092
20 H -1.868 4.601 -4.312  0.4618
21 H -0.317 5.112 -3.610  0.3948
22 H -1.461 5.300 -0.832  0.2354
23 H -2.150 5.941 -2.333  0.4009
24 H -4.274 5.176 -1.889  0.3325
25 H -3.677 5.219 -0.230  0.3477
26 H -3.957 3.303 -3.099  -0.0580
27 H -3.600 1.788 -2.314  0.2872
28 H -6.781 1.593 -0.952  -0.3022
29 H -7.037 3.704 -2.609  -0.3187
30 C -4.201 -1.334 -1.349  -0.5691
31 C -4.665 -2.236 -0.305  0.3541
32 N -5.031 -2.938 0.529  -0.5077
33 H -5.031 -0.815 -1.830  0.2423
34 H -3.531 -0.601 -0.905  0.1759
35 H -3.648 -1.900 -2.097  0.3145
36 C -1.546 -3.405 1.672  -0.4651
37 C -1.509 -2.189 0.874  0.2555
38 N -1.507 -1.188 0.311  -0.4184
39 H -0.996 -4.215 1.199  0.3936
40 H -1.117 -3.213 2.652  -0.0867
41 H -2.587 -3.711 1.783  0.2834
42 C -0.630 -6.543 5.184  -0.3845
43 C -0.461 -6.331 3.752  0.3734
44 N -0.319 -6.164 2.624  -0.4373
45 H -0.761 -5.590 5.694  0.0720
46 H -1.503 -7.168 5.362  0.2904
47 H 0.250 -7.049 5.580  0.0580
48 C 5.280 2.930 -5.568  -0.6780
49 C 4.625 4.110 -5.020  0.3027
50 N 4.093 5.029 -4.584  -0.4155
51 H 4.613 2.072 -5.511  0.3058
52 H 5.549 3.101 -6.609  0.3321
53 H 6.182 2.707 -5.000  0.1439
54 C 1.004 -2.027 6.463  -0.8235
55 C 0.431 -3.195 7.116  0.4839
56 N -0.024 -4.112 7.637  -0.5035
57 H 0.323 -1.185 6.557  0.2884
58 H 1.960 -1.782 6.924  0.3307
59 H 1.145 -2.234 5.405  0.2446
60 C -3.981 -1.551 4.115  -0.7410
61 C -2.670 -1.966 4.596  0.3120
62 N -1.620 -2.310 4.914  -0.3234
63 H -4.717 -2.321 4.336  0.2649
64 H -4.276 -0.620 4.596  0.3133
65 H -3.941 -1.395 3.037  0.2007
66 C 9.710 2.791 -5.820  -0.7665
67 C 8.871 1.635 -6.111  0.3284
68 N 8.203 0.729 -6.337  -0.3715
69 H 10.107 2.716 -4.810  0.2624
70 H 10.538 2.835 -6.525  0.2975
71 H 9.125 3.706 -5.904  0.2710
72 C 2.908 -6.778 8.085  -0.5060
73 C 2.752 -8.070 7.427  0.2894
74 N 2.604 -9.081 6.904  -0.3787
75 H 2.565 -6.845 9.116  0.2548
76 H 3.954 -6.479 8.075  0.2630
77 H 2.312 -6.024 7.571  0.0753



# 2
This record from the OMol25 dataset describes C23H41FIrN10SbSi as an isolated structure. The level of theory is ωB97M-V with the def2-TZVPD basis set.

The lowest unoccupied orbital energy (spin up / spin down) comes out at -4.86 / -5.10 eV. The calculation puts the relative energy (zero: lowest compared OMol25 entry of this formula, charge and spin) at 0.487 eV. As for the expectation value of S²: 0.753. The calculation puts the strongest force on any atom at 0.85 eV/Å. Its spin multiplicity is 2. The total energy comes out at -2182.18361 Ha. The calculation puts the HOMO-LUMO gap (spin up / spin down) at 6.18 / 6.02 eV. As for the net charge: +1.

Each line ends with the Mulliken spin population.
Positions of all 78 atoms, in Å:
1 Ir 0.691 -0.099 -1.205  0.0741
2 C 1.996 1.032 -4.447  -0.0008
3 Si 0.541 1.572 -3.442  0.0037
4 C 0.969 2.270 -1.730  0.0228
5 C -0.568 2.762 -4.329  0.0005
6 N -0.301 0.122 -2.777  -0.0246
7 C -1.308 -0.669 -3.335  0.0000
8 C -1.459 -0.746 -4.721  -0.0051
9 C -2.417 -1.567 -5.285  0.0025
10 C -3.273 -2.296 -4.469  -0.0041
11 C -3.170 -2.200 -3.089  0.0035
12 C -2.195 -1.395 -2.545  -0.0039
13 F -2.117 -1.288 -1.196  -0.0032
14 H 2.458 1.872 -4.968  0.0000
15 H 1.676 0.311 -5.200  0.0001
16 H 2.748 0.542 -3.825  0.0001
17 H 1.911 2.823 -1.782  0.0016
18 H 1.162 1.700 -0.766  -0.0086
19 H 0.169 2.954 -1.451  -0.0072
20 H -0.085 3.742 -4.380  0.0001
21 H -1.524 2.882 -3.817  -0.0002
22 H -0.766 2.445 -5.354  -0.0001
23 H -0.781 -0.187 -5.357  -0.0003
24 H -2.498 -1.640 -6.360  0.0002
25 H -4.025 -2.939 -4.905  -0.0002
26 H -3.827 -2.748 -2.428  0.0000
27 N 0.806 -2.564 1.166  0.0038
28 C 0.918 -1.287 1.585  0.0052
29 N 1.011 -0.932 2.853  0.0120
30 N 1.094 0.401 2.825  0.0209
31 N 1.065 0.863 1.629  0.0621
32 N 0.969 -0.208 0.773  -0.0215
33 C 0.669 -2.932 -0.149  -0.0017
34 N 0.599 -4.166 -0.581  0.0018
35 N 0.513 -4.046 -1.925  -0.0007
36 N 0.545 -2.823 -2.291  0.0009
37 N 0.633 -2.062 -1.164  -0.0031
38 H 0.834 -3.294 1.862  -0.0002
39 C -0.973 1.864 4.970  0.0009
40 C -2.104 1.683 3.962  0.0890
41 C -3.350 2.449 4.404  0.0358
42 C -2.409 0.198 3.784  0.0759
43 Sb -1.485 2.467 2.012  0.2632
44 C -0.543 4.422 2.267  0.0720
45 C -0.371 5.079 0.902  0.0712
46 C 0.825 4.179 2.904  0.0037
47 C -1.426 5.291 3.162  0.0217
48 C -3.219 2.607 0.669  0.1611
49 C -4.089 3.795 1.066  0.0284
50 C -2.686 2.776 -0.753  0.0643
51 C -3.996 1.297 0.761  0.0299
52 H -1.289 1.398 5.907  0.0032
53 H -0.767 2.912 5.186  0.0006
54 H -0.053 1.373 4.649  -0.0013
55 H -3.628 2.089 5.399  0.0113
56 H -4.205 2.276 3.748  -0.0015
57 H -3.181 3.523 4.484  -0.0027
58 H -2.762 -0.194 4.742  0.0011
59 H -1.519 -0.370 3.507  -0.0137
60 H -3.192 0.015 3.048  -0.0020
61 H 0.222 4.466 0.224  -0.0235
62 H 0.167 6.022 1.040  0.0016
63 H -1.323 5.315 0.426  -0.0001
64 H 1.473 3.586 2.258  0.0029
65 H 0.758 3.671 3.866  -0.0022
66 H 1.304 5.149 3.072  0.0014
67 H -2.429 5.432 2.756  -0.0030
68 H -0.962 6.279 3.239  0.0079
69 H -1.513 4.895 4.173  0.0000
70 H -3.555 4.743 1.004  0.0003
71 H -4.502 3.692 2.070  -0.0010
72 H -4.931 3.851 0.368  0.0111
73 H -2.150 3.716 -0.887  -0.0026
74 H -3.534 2.778 -1.445  -0.0005
75 H -2.032 1.949 -1.038  -0.0340
76 H -4.437 1.136 1.745  0.0058
77 H -3.377 0.434 0.508  -0.0098
78 H -4.817 1.334 0.038  0.0030



# 3
This record from the OMol25 dataset describes C23H41LaN2OP3 as an isolated structure. The level of theory is ωB97M-V with the def2-TZVPD basis set.

The lowest unoccupied orbital energy (spin up / spin down) comes out at -9.66 / -9.91 eV. The calculation puts the relative energy (zero: lowest compared OMol25 entry of this formula, charge and spin) at 2.528 eV. The calculation puts the strongest force on any atom at 4.35 eV/Å. Its spin multiplicity is 1. The total energy comes out at -2140.32451 Ha. The calculation puts the HOMO-LUMO gap (spin up / spin down) at 6.98 / 5.71 eV. As for the net charge: +3.

Each line ends with the Mulliken charge.
Positions of all 71 atoms, in Å:
1 La -0.640 -2.214 -1.096  1.1617
2 P 0.558 2.650 1.095  0.7828
3 P -2.574 -1.505 1.055  1.0200
4 P 1.070 -0.279 -2.845  0.6388
5 H -3.444 -3.223 -1.273  0.3012
6 C -2.488 -3.538 -1.711  -0.8714
7 C -1.554 -4.313 -1.017  -0.5889
8 H -1.701 -4.604 0.033  0.3177
9 C 0.555 4.351 1.670  -1.2902
10 C 0.110 1.529 2.421  -0.6244
11 C 2.187 2.193 0.492  -0.2212
12 C -4.166 -2.408 1.211  -1.3810
13 C -1.974 -1.525 2.791  -1.2957
14 C -3.199 0.218 0.984  -1.0273
15 C 0.792 -0.852 -4.571  -1.3810
16 C 2.895 -0.408 -2.713  -1.1902
17 C 0.921 1.535 -3.068  -1.0873
18 H -2.434 -3.382 -2.805  0.4884
19 H -0.767 -4.895 -1.542  0.5058
20 H 1.526 4.593 2.119  0.4391
21 H -0.248 4.481 2.407  0.4124
22 H 0.368 4.999 0.802  0.4184
23 H 0.359 1.989 3.387  0.4772
24 H 0.668 0.587 2.334  -0.1463
25 H -0.965 1.317 2.399  0.3582
26 H 2.908 2.957 0.812  0.5405
27 H 2.185 2.141 -0.604  -0.1447
28 H 2.498 1.223 0.903  -0.1943
29 H -4.448 -2.487 2.270  0.4137
30 H -4.066 -3.414 0.788  0.4093
31 H -4.950 -1.876 0.657  0.4237
32 H -2.738 -1.088 3.449  0.5089
33 H -1.050 -0.937 2.881  0.0837
34 H -1.761 -2.555 3.107  0.3986
35 H -3.616 0.506 1.959  0.5003
36 H -3.980 0.280 0.215  0.4747
37 H -2.406 0.920 0.696  -0.1989
38 H 1.477 -0.323 -5.250  0.4656
39 H -0.250 -0.654 -4.863  0.3166
40 H 0.973 -1.935 -4.630  0.4413
41 H 3.368 -0.046 -3.636  0.5015
42 H 3.184 -1.454 -2.548  0.4150
43 H 3.244 0.187 -1.858  0.2202
44 H 1.081 1.796 -4.123  0.4136
45 H 1.668 2.062 -2.464  0.4790
46 H -0.072 1.878 -2.752  0.0798
47 C -2.681 2.249 -1.977  -0.3207
48 C -3.821 3.026 -2.401  -0.5561
49 C -4.529 2.680 -3.534  -0.5260
50 C -4.176 1.551 -4.293  -0.6020
51 C -3.128 0.724 -3.863  -0.6977
52 C -2.430 1.034 -2.713  0.8459
53 O -1.911 2.630 -1.028  -0.4389
54 H -0.414 2.653 0.028  0.1288
55 H -4.076 3.897 -1.802  0.4911
56 H -5.371 3.301 -3.840  0.4326
57 H -4.730 1.302 -5.199  0.4463
58 H -2.854 -0.171 -4.431  0.3814
59 H -1.593 0.406 -2.377  0.3596
60 N 4.244 0.064 3.201  -0.3723
61 C 3.601 -0.743 2.645  -0.2392
62 C 2.773 -1.699 1.948  0.4985
63 C 2.938 -1.919 0.579  -0.1551
64 C 1.986 -2.678 -0.092  -0.7295
65 N 0.860 -3.120 0.544  -0.4245
66 C 0.840 -3.123 1.904  -0.8701
67 C 1.765 -2.394 2.631  -0.2030
68 H 3.768 -1.458 0.039  0.6721
69 H 2.102 -2.953 -1.152  0.9613
70 H 0.041 -3.692 2.383  0.6311
71 H 1.679 -2.324 3.717  0.5218